A molecular structure, C26H20BrIInN4O2S2 at a distorted geometry, computed with ωB97M-V with the def2-TZVPD basis set.

```
57
C26H20BrIInN4O2S2 | the OMol25 dataset | ωB97M-V with the def2-TZVPD basis set
In -0.5560 0.2036 -0.3167
O 0.8848 -0.0299 -2.2812
S 2.0253 -0.1625 -1.3771
O 2.6886 1.0712 -1.0717
N 1.3139 -0.7963 -0.0606
C 1.8889 -0.8087 1.1796
C 3.2342 -0.9799 1.4349
C 3.7006 -1.0805 2.7513
C 2.8433 -1.0356 3.8195
C 1.4661 -0.8276 3.6098
C 0.5028 -0.7825 4.6394
C -0.8154 -0.5534 4.3323
C -1.1761 -0.3222 2.9987
N -0.3030 -0.3922 2.0222
C 0.9884 -0.6715 2.2810
C 3.1599 -1.4022 -1.9510
C 4.4501 -1.0264 -2.2701
C 5.3760 -2.0046 -2.5939
C 4.9999 -3.3390 -2.5815
C 3.6955 -3.7013 -2.2787
C 2.7643 -2.7272 -1.9546
H 3.9262 -1.0668 0.6116
H 4.7591 -1.2146 2.9160
H 3.2087 -1.1495 4.8287
H 0.8162 -0.9324 5.6617
H -1.5742 -0.5315 5.0975
H -2.1930 -0.0685 2.7208
H 4.7035 0.0214 -2.2522
H 6.3862 -1.7207 -2.8436
H 5.7257 -4.0999 -2.8201
H 3.4056 -4.7407 -2.2821
H 1.7466 -2.9895 -1.7066
Br -2.8447 -3.5467 0.8038
C -4.0772 -2.3813 -0.0220
C -5.3477 -2.2412 0.5172
C -6.2305 -1.3272 -0.0286
C -5.8575 -0.5639 -1.1221
C -4.6074 -0.7321 -1.6933
C -3.7186 -1.6390 -1.1390
I -1.7628 -1.8638 -2.0164
H -5.6346 -2.8529 1.3592
H -7.2086 -1.2072 0.4094
H -6.5383 0.1625 -1.5351
H -4.3259 -0.1577 -2.5618
C -2.0597 6.3065 -0.9447
C -1.5005 4.9336 -1.0177
C -0.2334 4.6517 -1.5475
C 0.2248 3.3546 -1.4343
N -0.5351 2.4106 -0.8901
C -1.7791 2.7388 -0.4879
S -2.7132 1.4512 0.1446
N -2.2573 3.9614 -0.5250
H -1.2757 7.0390 -0.7733
H -2.7970 6.3497 -0.1469
H -2.5596 6.5552 -1.8812
H 0.3818 5.4192 -1.9856
H 1.2137 3.0382 -1.7476
```

Summary:
M = 806.232 Da
Calculated total energy = -5230.37032 a.u.
Gap between HOMO and LUMO = 8.12 eV
LUMO level = -2.81 eV
Net charge = +1
Highest occupied orbital energy = -10.9 eV